Record 1
74
Properties=species:S:1:pos:R:3 method="wB97M-V/def2-TZVPD" e_homo_ev=-1.38 charge=-2
Au 0.168 1.117 0.447
Te 3.661 2.120 0.255
Cl -4.464 -0.307 0.799
Cl -0.561 3.176 2.480
S 0.865 -0.523 1.960
F 4.429 -0.485 0.470
F 2.491 3.528 0.865
F 5.025 3.496 0.976
F 3.437 1.602 2.108
F 3.329 3.238 -1.542
O 2.056 1.179 -0.260
N -0.400 2.494 -1.133
N 0.214 -2.440 0.207
N -1.749 0.733 0.817
N 2.448 -1.799 0.246
N -0.127 2.713 -3.545
N -2.187 3.444 -2.477
N -0.134 4.689 -2.139
C 3.914 -3.699 -0.298
C -2.024 -4.680 0.992
C -2.208 2.576 2.450
C 0.191 3.866 -0.980
C -4.835 1.737 2.504
C -3.132 3.237 3.226
C -1.869 2.627 -1.309
C -3.913 1.077 1.734
C 0.183 1.897 -2.379
C -2.028 -3.447 0.088
C -2.508 1.425 1.618
C 3.341 -4.785 0.617
C -4.466 2.840 3.275
C -1.578 2.833 -3.659
C -1.578 4.765 -2.294
C 0.446 4.049 -3.321
C 3.198 -4.366 2.079
C 1.229 -1.665 0.672
C -1.191 -2.271 0.585
C 2.889 -2.693 -0.812
C -0.668 -5.366 1.122
H -2.795 4.087 3.807
H -1.704 -3.732 -0.922
H 3.320 -1.070 0.469
H 2.365 -5.103 0.233
H 0.241 4.669 -4.200
H -0.309 -5.708 0.147
H -0.727 -6.236 1.780
H 3.359 -2.057 -1.565
H -2.007 1.838 -3.800
H 4.692 -3.129 0.217
H -2.010 5.230 -1.405
H -1.586 -1.321 0.216
H -2.757 -5.399 0.612
H -2.281 3.093 -0.413
H -2.372 -4.378 1.985
H 1.267 3.768 -0.887
H -1.243 -2.200 1.672
H -5.187 3.365 3.886
H -0.221 4.307 -0.074
H 2.525 -3.517 2.193
H -2.301 1.632 -1.403
H 1.258 1.825 -2.222
H -0.249 0.900 -2.503
H -1.813 5.381 -3.168
H 4.382 -4.167 -1.171
H -5.859 1.381 2.504
H -1.816 3.449 -4.532
H 2.814 -5.190 2.687
H 0.360 -2.865 -0.694
H -3.056 -3.091 -0.014
H 4.164 -4.063 2.486
H 2.064 -3.228 -1.291
H 3.987 -5.667 0.568
H 0.083 -4.687 1.526
H 1.521 3.951 -3.166



Record 2
55
Properties=species:S:1:pos:R:3 method="wB97M-V/def2-TZVPD" e_homo_ev=-7.97 smiles="N#Cc1c(NC(=O)COC(=O)[C@H]2C[C@@H]3C=C[C@H]2C3)oc(-c2ccccc2)c1-c1ccccc1"
O -2.030 1.212 -0.861
O -3.014 0.897 1.109
O -2.094 3.743 0.494
O 2.051 2.115 0.106
N -0.114 2.708 0.446
N -1.108 -1.353 0.814
C -1.451 2.760 0.774
C 0.802 1.690 0.354
C 3.695 -1.860 1.029
C 2.871 1.023 0.008
C 5.043 0.281 -0.936
C -5.948 -1.087 0.301
C -4.440 -1.337 0.063
C -2.914 0.707 -0.206
C -6.601 -1.189 -1.054
C 4.102 -3.178 1.103
C -5.954 0.431 0.499
C -0.278 -0.578 0.639
C 6.369 0.532 -1.229
C 6.172 2.734 -0.304
C 0.780 0.310 0.423
C 2.138 -0.120 0.204
C -6.238 -0.121 -1.753
C -5.337 0.707 -0.874
C -4.016 -0.126 -0.790
C 4.268 1.257 -0.308
C 2.585 -1.510 0.261
C 1.889 -2.503 -0.422
C 6.940 1.754 -0.912
C 3.408 -4.161 0.415
C 4.846 2.491 -0.004
C -1.994 1.680 1.710
C 2.303 -3.820 -0.346
H 3.728 -5.190 0.475
H -7.194 -2.025 -1.377
H -3.900 -1.354 1.007
H -5.187 1.743 -1.168
H -5.337 0.763 1.330
H 7.977 1.944 -1.143
H -3.688 -0.411 -1.792
H 6.610 3.691 -0.061
H -1.199 1.022 2.071
H 1.030 -2.239 -1.020
H 4.230 -1.092 1.568
H -6.458 0.115 -2.778
H 4.962 -3.440 1.702
H 4.247 3.252 0.473
H -6.957 0.844 0.590
H 0.201 3.556 -0.017
H -6.380 -1.699 1.088
H 6.961 -0.230 -1.715
H -4.259 -2.276 -0.457
H -2.473 2.184 2.555
H 4.599 -0.665 -1.202
H 1.758 -4.583 -0.882



Record 3
18
Properties=species:S:1:pos:R:3 method="wB97M-V/def2-TZVPD" e_homo_ev=-7.54 smiles="Oc1oc(O)c2c1[C@@]13C=C[C@@]21C3"
O 0.234 -0.836 2.257
O 1.121 1.185 2.749
O -0.601 -2.822 1.206
C 0.256 1.265 -0.831
C 0.964 0.302 -1.610
C -0.934 1.752 -1.708
C -0.377 -0.318 -1.466
C 0.087 0.596 0.524
C -0.201 -1.528 1.168
C -1.457 0.561 -1.923
C 0.502 0.437 1.816
C -0.380 -0.668 0.157
H -2.321 0.068 -2.409
H 1.695 -0.300 -1.024
H 1.341 0.305 -2.653
H -1.219 2.777 -1.681
H 1.424 0.633 3.535
H -0.132 -3.411 1.893



Record 4
6
Properties=species:S:1:pos:R:3 method="wB97M-V/def2-TZVPD" e_homo_ev=-9.19
I 2.539 0.480 -0.012
I -0.709 2.388 -0.054
I 0.294 -2.487 -0.061
C -0.718 0.331 -0.021
C 0.326 -0.448 0.055
H -1.732 -0.263 0.092